12
Properties=species:S:1:pos:R:3:forces:R:3 method="wB97M-V/def2-TZVPD" orbital_gap_ev=10.56 total_energy_ha=-306.3742 relative_energy_kj_mol=346.71 charge=0 homo_ev=-9.85 fmax_ha_per_bohr=0.062
O -1.70396 1.86351 0.77641 0.2 -0.5 0.3
C -0.61118 1.34898 0.80883 0.1 0.4 0.9
C -0.05437 0.31088 -0.05754 0.4 0.7 0.0
C 1.12057 -0.65788 0.14083 0.4 0.1 0.4
O 0.45873 -1.68903 -0.59514 0.0 0.1 0.0
C -0.73596 -0.91029 -0.75470 -0.2 0.6 -0.3
H 0.30468 1.85404 1.24565 -0.8 0.1 0.9
H 0.44169 1.36436 -0.35654 -0.5 -2.1 -2.4
H 2.02270 -0.32273 -0.38446 -0.1 -0.2 0.2
H 1.36679 -0.95843 1.16201 0.0 0.0 0.0
H -1.56452 -1.37891 -0.18694 0.3 0.6 0.0
H -1.04517 -0.82450 -1.79842 0.1 0.1 0.0